No. 1
Computed, not measured: a structure of composition C28H32N2O3RhS5Si, with the ωB97M-V functional and the def2-TZVPD basis.

Geometry (Å):
Rh (-0.20652, -0.05592, -0.05489)
S (-5.84883, 2.82292, 3.20326)
C (-4.57582, 2.33743, 2.25676)
S (-4.58550, 0.91318, 1.29606)
C (-2.98575, 1.06758, 0.61352)
C (-2.25740, 2.13282, 1.02051)
S (-0.62853, 2.46149, 0.53311)
S (-3.08198, 3.18477, 2.14440)
S (-2.44584, -0.09356, -0.58760)
C (5.18156, 3.44614, 2.43757)
O (5.64039, 2.92684, 1.20409)
C (4.76995, 2.15773, 0.49249)
C (5.17984, 1.84871, -0.81947)
C (4.32983, 1.12637, -1.61121)
C (3.07238, 0.67770, -1.16453)
C (2.14304, 0.09930, -2.11071)
C (2.66265, -0.47546, -3.40767)
O (0.91636, 0.08604, -1.95630)
C (2.70939, 0.89532, 0.20094)
O (1.68894, 0.37203, 0.77062)
C (3.57840, 1.69530, 0.99383)
H (5.93933, 4.15099, 2.77079)
H (5.06992, 2.65689, 3.18621)
H (4.22594, 3.96103, 2.31650)
H (6.13353, 2.21119, -1.17540)
H (4.62340, 0.92182, -2.63310)
H (2.83877, 0.32974, -4.12497)
H (1.90478, -1.14019, -3.81459)
H (3.59468, -1.01873, -3.26007)
H (3.24923, 1.91170, 1.99944)
C (3.99334, -4.15625, -1.30889)
C (3.70552, -3.40327, -0.17825)
C (2.44786, -2.83631, -0.02549)
C (1.44291, -3.01342, -0.97981)
C (1.76267, -3.76054, -2.11617)
C (3.01904, -4.32916, -2.28219)
Si (-0.27819, -2.24371, -0.78067)
C (-1.23592, -3.42126, 0.35766)
C (-2.58144, -3.71889, 0.12342)
C (-3.29914, -4.54253, 0.97864)
C (-2.68847, -5.08832, 2.10037)
C (-1.35280, -4.81286, 2.35286)
C (-0.64084, -3.99270, 1.48590)
H (4.97411, -4.59888, -1.43359)
H (4.46592, -3.24335, 0.57653)
H (2.26370, -2.20494, 0.83969)
H (1.01093, -3.90286, -2.88563)
H (3.24013, -4.90256, -3.17476)
H (-0.90183, -2.38923, -2.12487)
H (-3.07959, -3.28391, -0.73475)
H (-4.34317, -4.74890, 0.77689)
H (-3.24977, -5.72798, 2.77026)
H (-0.86311, -5.23775, 3.22112)
H (0.41302, -3.81748, 1.68900)
C (0.18176, 0.87665, 5.06322)
C (0.07357, -0.29838, 4.09560)
C (-0.90284, -1.33538, 4.64536)
C (1.45991, -0.92451, 3.88779)
N (-0.48320, 0.28306, 2.86743)
N (-0.66555, -0.67559, 1.81804)
H (0.53065, 0.53657, 6.03974)
H (-0.78922, 1.35899, 5.17562)
H (0.88823, 1.62001, 4.68586)
H (-0.56209, -1.68959, 5.62016)
H (-0.98653, -2.20642, 3.99082)
H (-1.89505, -0.89541, 4.75936)
H (1.89902, -1.19418, 4.85049)
H (2.12262, -0.22786, 3.37205)
H (1.41547, -1.84171, 3.29199)
H (0.14069, 0.98709, 2.47528)
H (-1.62256, -1.02280, 1.86483)
H (-0.03519, -1.46603, 1.94537)

As for the multiplicity: 1. The total charge is -1.

Results of the Mulliken charge analysis, in e, for atoms 1 through 5: 0.5334, -0.3299, 0.0786, -0.1018, -0.0101



No. 2
Computed, not measured: a structure of composition C28H32N5O4PTl, with the ωB97M-V functional and the def2-TZVPD basis.

Geometry (Å):
Tl (-0.00854, 1.27815, -1.15813)
N (-0.97092, 3.58960, 2.08303)
C (0.09233, 4.54770, 2.39239)
C (0.99818, 4.83333, 1.19539)
N (1.47639, 3.61223, 0.58303)
C (2.47315, 2.88164, 1.34320)
C (1.90124, 1.63766, 2.01417)
N (1.52428, 0.64868, 1.00270)
H (-1.85931, 4.05508, 1.96440)
H (-0.74436, 3.12134, 1.20904)
H (-0.34025, 5.49099, 2.73526)
H (0.69568, 4.16782, 3.22510)
H (0.42351, 5.37444, 0.43943)
H (1.82050, 5.49287, 1.52224)
H (1.79318, 3.76911, -0.37065)
H (3.27747, 2.57191, 0.66655)
H (2.93737, 3.51856, 2.10983)
H (2.63581, 1.23908, 2.72707)
H (1.00353, 1.90887, 2.57395)
H (2.34082, 0.35229, 0.47741)
H (1.11009, -0.18204, 1.41331)
C (-2.58929, -5.75530, 2.73231)
C (-3.28099, -4.55861, 2.83844)
C (-2.78287, -3.40509, 2.24460)
C (-1.58446, -3.42874, 1.53578)
C (-0.89048, -4.63798, 1.44906)
C (-1.38867, -5.79097, 2.03315)
P (-0.80523, -1.92523, 0.82508)
C (-2.21788, -0.77378, 0.83573)
C (-3.38973, -1.04264, -0.01836)
C (-4.61307, -0.11579, 0.16248)
C (-4.48380, 0.93388, 1.18186)
C (-3.31769, 1.19606, 1.78569)
C (-2.16131, 0.33218, 1.59938)
C (-0.71515, -2.27567, -0.97138)
C (-1.29587, -3.39036, -1.57694)
C (-1.24333, -3.53807, -2.95564)
C (-0.62772, -2.55886, -3.72171)
C (-0.07189, -1.44532, -3.10005)
C (-0.07247, -1.26010, -1.70872)
H (-2.97921, -6.65430, 3.19288)
H (-4.21558, -4.51920, 3.38475)
H (-3.33315, -2.47597, 2.33799)
H (0.04942, -4.67447, 0.90884)
H (-0.83702, -6.71907, 1.94735)
H (-3.58498, -2.08159, -0.25407)
H (-5.59390, -0.56051, 0.04714)
H (-5.37271, 1.49615, 1.44520)
H (-3.23167, 2.00180, 2.50297)
H (-1.26554, 0.55524, 2.16787)
H (-1.79468, -4.14752, -0.98116)
H (-1.68634, -4.40773, -3.42704)
H (-0.58278, -2.66376, -4.80062)
H (0.39403, -0.69136, -3.73501)
O (6.48717, 1.97966, -3.31512)
C (6.06325, 0.76385, -3.07739)
O (6.76626, -0.22064, -3.20447)
C (4.64692, 0.60904, -2.63249)
C (4.09039, -0.62788, -2.38320)
N (2.82634, -0.41885, -1.99699)
N (2.50788, 0.88340, -1.99058)
C (3.59991, 1.53278, -2.37073)
C (3.57760, 3.05071, -2.45134)
O (4.63916, 3.58843, -2.87013)
O (2.53579, 3.61898, -2.10262)
H (5.72819, 2.67917, -3.14531)
H (4.52742, -1.60838, -2.46165)
H (2.06035, -1.06204, -1.79525)
C (-3.76333, -0.05451, -1.07734)
H (-4.18318, -0.45206, -1.99023)
H (-3.12431, 0.81174, -1.19174)

As for the multiplicity: 1. The total charge is -1.

Results of the Mulliken charge analysis, in e, for atoms 1 through 5: 0.9862, -0.2309, -0.7539, -0.7656, 0.2160



No. 3
Computed, not measured: a structure of composition C28H33Br2F5NO2SbSn, with the ωB97M-V functional and the def2-TZVPD basis.

Geometry (Å):
Sn (0.51133, -0.00681, 0.15542)
C (-1.46786, 0.06906, 3.21064)
C (-0.00325, 0.07769, 3.52319)
C (0.44786, 0.27196, 4.84355)
C (1.78413, 0.31399, 5.11153)
C (2.71762, 0.14576, 4.06916)
C (4.12312, 0.17615, 4.22368)
Br (4.89489, 0.48018, 5.92868)
C (4.94349, -0.00833, 3.15183)
C (4.39953, -0.23984, 1.87635)
Br (5.56464, -0.51984, 0.42221)
C (3.03840, -0.28148, 1.65006)
O (2.49922, -0.51867, 0.48000)
C (2.19405, -0.07014, 2.77914)
N (0.85241, -0.09299, 2.53387)
H (-2.06162, 0.14788, 4.11968)
H (-1.74376, -0.84364, 2.68260)
H (-1.71643, 0.90969, 2.56259)
H (-0.27822, 0.39736, 5.63505)
H (2.13874, 0.47681, 6.12026)
H (6.01691, 0.02544, 3.27077)
C (-5.10725, -2.17055, 0.98792)
C (-5.22829, -0.65483, 0.82164)
C (-5.22434, 0.00401, 2.20038)
C (-6.53594, -0.33094, 0.10344)
Sb (-3.33249, -0.01977, -0.13828)
C (-3.57141, 2.17250, -0.41565)
C (-5.01094, 2.64355, -0.58239)
C (-2.73658, 2.64644, -1.60015)
C (-2.97827, 2.75651, 0.86887)
C (-3.34599, -1.01088, -2.12280)
C (-2.76561, -2.39822, -1.83986)
C (-4.72128, -1.13439, -2.76866)
C (-2.40046, -0.27274, -3.06857)
H (-5.90792, -2.53216, 1.64541)
H (-4.15344, -2.46072, 1.43742)
H (-5.20750, -2.69123, 0.03404)
H (-6.08218, -0.35774, 2.78125)
H (-5.30863, 1.09058, 2.13578)
H (-4.31770, -0.23562, 2.76140)
H (-7.36793, -0.76554, 0.67431)
H (-6.57586, -0.75086, -0.89714)
H (-6.71840, 0.73792, 0.03057)
H (-5.50459, 2.16213, -1.42861)
H (-5.02140, 3.72660, -0.76321)
H (-5.60340, 2.46091, 0.31446)
H (-3.19112, 2.37481, -2.55101)
H (-1.71762, 2.25121, -1.58053)
H (-2.66345, 3.74177, -1.57349)
H (-3.51309, 2.42203, 1.76198)
H (-3.03192, 3.85277, 0.83956)
H (-1.92614, 2.48283, 0.98116)
H (-3.36851, -2.96849, -1.13173)
H (-1.75151, -2.33097, -1.43898)
H (-2.71488, -2.97244, -2.77338)
H (-5.36609, -1.81620, -2.21489)
H (-4.61551, -1.53998, -3.78366)
H (-5.22560, -0.16905, -2.85005)
H (-1.45078, -0.01532, -2.59488)
H (-2.84204, 0.64008, -3.46019)
H (-2.17357, -0.92126, -3.92385)
F (-0.48325, 7.28547, 0.19492)
C (-0.15538, 5.99002, 0.23313)
C (-0.06069, 5.32755, 1.44287)
F (-0.30981, 5.98244, 2.58075)
C (0.27878, 3.98982, 1.47479)
F (0.33242, 3.35737, 2.65889)
C (0.53797, 3.26032, 0.31283)
O (0.85301, 1.98529, 0.36352)
C (0.42471, 3.95658, -0.89171)
F (0.63167, 3.29825, -2.04179)
C (0.08712, 5.29498, -0.93698)
F (-0.01653, 5.91938, -2.11321)

As for the multiplicity: 1. The total charge is 0.

Results of the Mulliken charge analysis, in e, for atoms 1 through 5: 1.3553, -0.6846, 0.5480, -0.7699, -0.9990



No. 4
Computed, not measured: a cluster of 2 separate species, C28H33Br2Si2 in total at a distorted geometry, with the ωB97M-V functional and the def2-TZVPD basis.

Geometry (Å):
C (-0.33206, 3.03336, 3.67036)
Si (-0.73877, 1.75332, 2.35319)
C (-2.58326, 1.38284, 2.46175)
C (-0.35470, 2.50881, 0.58615)
C (1.03838, 2.80742, 0.26744)
C (1.33894, 3.11476, -1.06761)
C (2.65082, 3.14222, -1.53706)
C (3.71607, 2.90305, -0.66146)
C (3.46482, 2.69517, 0.70465)
C (2.13639, 2.68230, 1.16570)
C (-1.35992, 2.43289, -0.38141)
Si (0.39431, -0.28565, 2.79751)
C (1.56221, -0.08064, 4.27099)
C (-0.91763, -1.54769, 3.22162)
C (1.36341, -0.77900, 1.27164)
H (-0.82227, 3.98754, 3.41711)
H (-0.73970, 2.68357, 4.63362)
H (0.74748, 3.20708, 3.78037)
H (-3.14776, 2.29650, 2.21731)
H (-2.88470, 0.56302, 1.79024)
H (-2.83754, 1.10222, 3.49754)
H (0.52974, 3.29109, -1.76266)
H (2.82305, 3.30589, -2.60286)
H (4.74487, 2.80977, -1.03081)
H (4.28688, 2.53947, 1.41384)
H (1.94391, 2.64884, 2.23724)
H (-1.18561, 2.75721, -1.44716)
H (-2.15203, 1.68150, -0.27262)
H (1.95264, -1.07841, 4.52638)
H (2.41994, 0.56358, 4.02612)
H (1.04979, 0.32928, 5.15522)
H (-0.41883, -2.50031, 3.43546)
H (-1.49856, -1.26487, 4.10677)
H (-1.61223, -1.70838, 2.39055)
H (1.73573, -1.80217, 1.42406)
H (0.72452, -0.76305, 0.37868)
H (2.21506, -0.10937, 1.09340)
Br (0.08260, 9.19149, -1.39687)
C (-0.70003, 7.43795, -1.28220)
C (-0.81050, 6.77963, -0.04383)
C (-1.55553, 5.61114, 0.06480)
C (-2.15152, 5.00697, -1.05900)
C (-2.88423, 3.75591, -0.87327)
C (-3.67758, 3.19092, -1.92128)
C (-4.80320, 2.39940, -1.69514)
C (-5.82334, 2.08838, -2.68126)
C (-6.92029, 1.22903, -2.34868)
C (-7.92335, 0.91071, -3.25875)
C (-7.88808, 1.42401, -4.57053)
Br (-9.13367, 0.81157, -5.84592)
C (-6.82449, 2.27810, -4.92259)
C (-5.82421, 2.62813, -3.99853)
C (-2.04716, 5.66311, -2.29563)
C (-1.29911, 6.85211, -2.41390)
H (-0.34741, 7.22865, 0.82688)
H (-1.59807, 5.09833, 1.01221)
H (-3.24501, 3.59847, 0.15841)
H (-3.31466, 3.36731, -2.92556)
H (-4.91233, 1.88333, -0.72661)
H (-6.98816, 0.87695, -1.31283)
H (-8.75054, 0.26957, -2.96011)
H (-6.81098, 2.68132, -5.93091)
H (-5.08134, 3.39106, -4.24466)
H (-2.45350, 5.23584, -3.20231)
H (-1.23078, 7.36264, -3.37033)

As for the multiplicity: 1. The total charge is +1.

Results of the Mulliken charge analysis, in e, for atoms 1 through 5: -1.2150, 0.0914, -1.2177, 1.2199, 0.5755



Relative energy (zero: lowest compared OMol25 entry of this formula, charge and spin) in eV, matching the order above: 0.5674 0.0000 0.2390 1.2533
Calculated total energy in eV, matching the order above: -103744.054 -59179.800 -201198.151 -185404.066